1.
# C32H55BFO11S2

A cluster of 2 separate species, C32H55BFO11S2 in total in a non-equilibrium geometry (wB97M-V/def2-TZVPD, OMol25).

Last column: Mulliken charge in e.
Geometry (Å):
C  9.42668  0.75520  -0.05246  -1.116
C  8.95596  0.83748  -1.52267  -0.542
C  7.50506  1.33360  -1.71533  -0.242
C  6.67027  0.35094  -2.53748  -0.945
C  6.41720  -1.01216  -1.85720  -0.955
C  6.23615  -0.94926  -0.34391  -0.657
C  4.88899  -0.29282  0.04316  -0.656
C  5.00969  0.76885  1.16211  -0.695
C  4.31784  2.10813  0.85115  -0.913
C  3.31111  2.54447  1.92570  -0.882
C  2.36841  3.66024  1.43917  -0.844
C  0.88344  3.36618  1.74803  -0.440
C  -0.07554  3.93585  0.68261  -1.166
C  -0.60994  2.90981  -0.35703  -0.087
C  -2.11744  3.07550  -0.54314  -0.940
C  -2.72766  2.35796  -1.78502  -1.019
C  -4.10741  1.75404  -1.48751  -0.238
C  -4.75350  0.89995  -2.62978  -1.354
C  -5.40337  -0.45782  -2.21143  0.620
C  -4.68611  -1.76113  -2.57807  -1.927
C  -3.28975  -1.98449  -2.07541  0.598
O  -2.65874  -3.04277  -2.82222  -0.661
S  -1.09067  -3.12984  -2.53291  1.347
O  -0.72053  -4.49554  -2.41738  -0.628
O  -0.41583  -2.53205  -3.64493  -0.759
C  -0.63178  -2.12944  -1.06120  -0.492
S  0.68892  -3.05339  -0.24603  -0.065
C  -1.81828  -1.63487  -0.13414  0.612
C  -1.51590  -1.52042  1.37082  -1.072
C  -1.46775  -2.73202  2.29187  -1.510
C  -3.19887  -2.15196  -0.54718  1.203
C  -3.71191  -3.48577  0.00590  -1.087
C  -2.97329  -4.76120  -0.29882  -1.124
F  -1.70941  -4.83370  0.27138  -0.275
H  9.78359  -0.25092  0.13876  0.252
H  10.19938  1.47550  0.18576  0.336
H  8.61727  0.92096  0.65264  0.314
H  9.06525  -0.14438  -1.96835  0.324
H  9.61207  1.52787  -2.04043  0.438
H  7.01776  1.58474  -0.77876  0.002
H  7.55558  2.24467  -2.30939  0.386
H  5.70939  0.78584  -2.79842  0.452
H  7.19623  0.16458  -3.47218  0.387
H  7.18086  -1.74092  -2.11511  0.433
H  5.48131  -1.39602  -2.25875  0.390
H  7.06436  -0.48014  0.17334  0.266
H  6.21670  -1.98243  -0.00451  0.405
H  4.27719  -1.10576  0.41782  0.214
H  4.38448  0.07392  -0.84616  0.580
H  4.63193  0.34039  2.08778  0.602
H  6.07140  0.94122  1.31499  0.284
H  5.10016  2.86742  0.84569  0.212
H  3.88711  2.13441  -0.14654  0.504
H  2.74988  1.67988  2.26211  0.526
H  3.89790  2.87893  2.77570  0.326
H  2.52364  3.89772  0.39135  0.550
H  2.62842  4.53184  2.03534  0.213
H  0.78286  2.28506  1.80347  0.184
H  0.60885  3.74023  2.72907  0.427
H  0.45083  4.75683  0.20064  0.396
H  -0.95210  4.35552  1.17059  0.524
H  -0.45049  1.92966  0.06048  -0.157
H  -0.09121  3.06113  -1.30094  0.421
H  -2.37415  4.12937  -0.62137  0.559
H  -2.60721  2.65672  0.33564  0.368
H  -2.06477  1.53869  -2.07620  0.391
H  -2.76557  3.04650  -2.62412  0.481
H  -4.13772  1.24802  -0.52616  0.175
H  -4.77393  2.61167  -1.40278  0.577
H  -5.54440  1.48578  -3.07845  0.463
H  -3.96972  0.68286  -3.35525  0.594
H  -6.39123  -0.52504  -2.65201  0.483
H  -5.57213  -0.40589  -1.14330  -0.893
H  -5.29205  -2.62689  -2.32547  0.429
H  -4.60746  -1.76528  -3.66730  0.307
H  -2.72922  -1.07184  -2.28748  0.647
H  -0.14457  -1.27390  -1.49349  0.744
H  1.72043  -2.20397  -0.40031  0.053
H  -1.89254  -0.59031  -0.42118  -0.490
H  -2.24484  -0.81727  1.77375  0.534
H  -0.56448  -0.99893  1.45864  0.376
H  -2.21739  -3.49462  2.15772  0.281
H  -1.57982  -2.37310  3.31393  0.454
H  -0.50848  -3.23243  2.28537  0.374
H  -3.89983  -1.40333  -0.19311  -0.162
H  -3.91964  -3.36150  1.06079  0.513
H  -4.70433  -3.63196  -0.42421  0.528
H  -2.88386  -4.99043  -1.35256  0.420
H  -3.55507  -5.57667  0.13228  0.438
B  -6.08089  -0.21778  3.22933  1.191
O  -6.58535  0.83904  2.32115  -0.506
C  -6.95868  0.27068  1.18518  0.591
O  -7.39947  0.84224  0.22883  -0.634
C  -6.71229  -1.22846  1.28877  0.751
O  -6.92936  -2.03977  0.43223  -0.629
O  -6.20280  -1.49149  2.48139  -0.550
O  -4.67622  0.03755  3.61335  -0.364
C  -4.61502  0.13930  4.93809  0.573
O  -3.62120  0.34570  5.56980  -0.622
C  -6.01643  -0.05064  5.50006  0.447
O  -6.32246  -0.02007  6.65521  -0.602
O  -6.85256  -0.25785  4.48666  -0.576

Calculated values
Total energy ... -81670.0352 eV
Strongest force on any atom ... 2.76 eV/Å
Orbital gap ... 9.47 eV
Total charge ... -1


2.
# C19H31F3N10O3PRhS3

A structure of composition C19H31F3N10O3PRhS3 in a non-equilibrium geometry (wB97M-V/def2-TZVPD, OMol25).

Last column: Mulliken charge in e.
Geometry (Å):
Rh  -0.07080  -0.68134  0.41821  1.550
C  1.99070  4.57376  -0.49079  -0.825
N  1.40840  3.29206  -0.78029  0.172
C  1.16000  2.77406  -2.00899  -0.932
C  0.61670  1.53316  -1.81069  -0.841
N  0.52890  1.30686  -0.48209  0.711
C  1.02180  2.37336  0.13151  -0.065
P  1.27650  2.57276  1.93481  -0.624
C  2.23740  1.02716  2.14921  -0.217
N  1.92480  -0.17644  1.68431  0.924
C  2.96660  -0.98894  1.98231  -0.731
C  3.92080  -0.26874  2.64791  -0.971
N  3.45050  0.99896  2.75231  0.115
C  4.15500  2.08636  3.37411  -0.880
C  -0.35850  1.93316  2.42981  -0.267
N  -1.00850  0.89646  1.91301  0.791
C  -2.23190  0.87916  2.49221  -0.885
C  -2.32280  1.91606  3.38021  -0.743
N  -1.13710  2.57376  3.33381  0.128
C  -0.80050  3.74166  4.10491  -0.871
H  2.11740  5.12956  -1.41589  0.330
H  2.96900  4.45276  -0.02429  0.322
H  1.34660  5.14146  0.18131  0.351
H  1.36420  3.30986  -2.91319  0.444
H  0.32890  0.79006  -2.52649  0.662
H  2.99290  -2.01384  1.66811  0.570
H  4.87290  -0.56294  3.03931  0.508
H  5.01060  2.38156  2.76431  0.332
H  4.51710  1.77956  4.35461  0.365
H  3.48860  2.93966  3.49381  0.340
H  -2.96740  0.14356  2.23761  0.568
H  -3.12620  2.21806  4.02241  0.504
H  -1.27610  4.63026  3.68421  0.326
H  0.28000  3.88896  4.10721  0.334
H  -1.14890  3.61976  5.13111  0.364
N  0.40740  -2.51844  3.43651  -0.303
C  -0.89040  -2.74434  3.28151  0.892
N  -1.60450  -3.33144  4.23581  -0.411
S  -1.70050  -2.21814  1.88491  -0.297
H  0.91490  -2.89464  4.22201  0.237
H  0.93270  -2.22654  2.62101  0.057
H  -1.18070  -3.71264  5.06761  0.201
H  -2.58250  -3.51434  4.07591  0.226
C  -2.26480  -3.29894  -5.27899  -1.012
C  -1.04120  -2.60684  -4.68799  -0.824
N  -1.25150  -2.25504  -3.29389  0.212
C  -1.78080  -1.14394  -2.83229  0.524
S  -2.05570  -1.02894  -1.11489  -0.317
N  -2.17750  -0.15304  -3.62089  -0.039
C  -2.83650  1.06146  -3.18159  -0.391
C  -4.35640  0.94906  -3.23109  -1.198
H  -2.07650  -3.54814  -6.31829  0.382
H  -3.14470  -2.66384  -5.22539  0.282
H  -2.47110  -4.22064  -4.74379  0.326
H  -0.77570  -1.71534  -5.26109  0.420
H  -0.19100  -3.28814  -4.71829  0.344
H  -0.91650  -2.94794  -2.61419  0.235
H  -2.15450  -0.30734  -4.61999  0.225
H  -2.50090  1.87196  -3.83239  0.436
H  -2.50780  1.26616  -2.15959  0.106
H  -4.70620  0.77516  -4.24489  0.370
H  -4.80080  1.87546  -2.87979  0.393
H  -4.70300  0.13746  -2.59789  0.297
F  2.92110  -4.76074  -0.88209  -0.196
C  2.67410  -3.56384  -1.39449  0.525
F  2.72720  -3.62894  -2.71879  -0.184
F  3.60520  -2.71274  -0.96439  -0.197
S  0.99420  -2.91524  -0.91719  0.827
O  0.02180  -3.81534  -1.46699  -0.779
O  0.99990  -2.82554  0.54211  -0.586
O  0.97560  -1.58744  -1.52599  -0.638

Calculated values
Total energy ... -94193.2987 eV
Energy above the lowest of the compared OMol25 structures with the same formula, charge and spin ... 75.9 kcal/mol
Strongest force on any atom ... 4.33 eV/Å
Orbital gap (alpha / beta) ... 6.91 / 7.11 eV
Total charge ... +2